ORCA calculation (wB97M-V/def2-TZVPD) on a molecular structure, C51H51FeN5O4S3Si.

Properties
Molecular weight (g mol⁻¹): 978.13
⟨S²⟩: 6.01
Max |F| (eV Å⁻¹): 1.670
Relative energy (zero: lowest compared OMol25 entry of this formula, charge and spin) (kJ/mol): 135.21
Spin multiplicity: 5
Charge: -2

```
116
C51H51FeN5O4S3Si (wB97M-V/def2-TZVPD)
Fe 0.0576 -0.1118 0.0854
C 3.6735 -1.6574 -1.3013
C 2.5413 -0.6707 -1.3211
N 2.1966 -0.0030 -0.2733
N 3.0637 -0.1629 0.8168
C 2.4955 -0.2079 1.9728
S 0.8562 -0.2478 2.3871
S 3.6539 -0.1480 3.3706
C 4.8238 -1.4705 2.9427
C 4.3433 -2.8432 3.3259
C 4.0402 -3.1408 4.6527
C 3.5995 -4.4000 5.0162
C 3.4435 -5.3912 4.0552
C 3.7365 -5.1082 2.7324
C 4.1869 -3.8455 2.3734
C 1.9234 -0.3912 -2.6330
C 2.7785 -0.4547 -3.7398
C 2.3721 -0.1646 -5.0285
C 1.0374 0.1851 -5.2347
C 0.1596 0.2355 -4.1809
C 0.5494 -0.0470 -2.8363
O -0.3363 -0.0065 -1.9189
H 3.6852 -2.1503 -0.3388
H 4.6310 -1.1448 -1.4223
H 3.5481 -2.3914 -2.0931
H 5.7407 -1.2375 3.4914
H 5.0462 -1.4111 1.8782
H 4.1229 -2.3595 5.3981
H 3.3606 -4.6070 6.0521
H 3.0857 -6.3733 4.3386
H 3.6039 -5.8644 1.9681
H 4.4099 -3.6299 1.3415
H 3.8178 -0.7143 -3.5776
H 3.0764 -0.1973 -5.8505
H 0.6871 0.4245 -6.2349
H -0.8747 0.5181 -4.3287
C 3.4591 7.6751 1.6911
C 2.2578 6.7674 1.6268
C 2.0209 5.8869 2.6740
C 0.9421 5.0176 2.6230
C 0.0714 5.0378 1.5533
C 0.2967 5.9164 0.4927
N -0.5624 5.9880 -0.5931
C -1.5823 5.0873 -0.9259
C -2.8083 5.6099 -1.3465
C -3.8457 4.7749 -1.7273
C -3.6867 3.3990 -1.6483
C -2.4757 2.8832 -1.2131
C -1.4021 3.7028 -0.8807
C -0.0672 3.0024 -0.5772
O 0.9191 3.3650 -1.2295
O -0.1816 2.0879 0.2767
C 1.4107 6.7729 0.5182
C 1.6829 7.6340 -0.6826
H 3.9021 7.6431 2.6863
H 3.2032 8.7137 1.4707
H 4.2301 7.3742 0.9778
H 2.6993 5.8649 3.5183
H 0.7801 4.2999 3.4162
H -0.7546 4.3443 1.5257
H -0.5987 6.8684 -1.0728
H -2.9413 6.6878 -1.3627
H -4.7851 5.2029 -2.0605
H -4.4916 2.7281 -1.9185
H -2.3129 1.8161 -1.1391
H 1.5338 7.0553 -1.5966
H 2.7047 8.0074 -0.6911
H 1.0212 8.5088 -0.7363
C -5.2870 -0.4318 2.9425
C -3.8882 -0.1107 2.4207
C -2.8558 -0.4620 3.4967
C -3.7870 1.3984 2.1567
Si -3.3357 -0.9473 0.7947
O -1.8468 -0.5873 0.4874
C -3.6592 -2.8532 0.8348
C -3.5929 -3.5157 -0.3974
C -3.8912 -4.8618 -0.5291
C -4.2599 -5.6039 0.5846
C -4.2936 -4.9870 1.8243
C -3.9935 -3.6337 1.9388
C -4.4183 -0.4260 -0.6930
C -5.8055 -0.2982 -0.7290
C -6.4785 0.0515 -1.8914
C -5.7682 0.2738 -3.0614
C -4.3873 0.1522 -3.0512
C -3.7215 -0.1874 -1.8818
H -5.5052 0.2085 3.8070
H -5.3886 -1.4677 3.2726
H -6.0660 -0.2447 2.2031
H -3.1028 0.0570 4.4314
H -1.8560 -0.1564 3.1944
H -2.8189 -1.5319 3.7135
H -3.9804 1.9525 3.0836
H -4.5111 1.7308 1.4090
H -2.7927 1.6670 1.7979
H -3.3141 -2.9537 -1.2801
H -3.8356 -5.3316 -1.5038
H -4.5100 -6.6541 0.4859
H -4.5701 -5.5542 2.7071
H -4.0359 -3.1813 2.9236
H -6.3921 -0.4820 0.1650
H -7.5589 0.1505 -1.8821
H -6.2875 0.5529 -3.9720
H -3.8152 0.3398 -3.9522
H -2.6382 -0.2386 -1.8789
S 0.4895 -2.9806 0.1061
C 0.0885 -4.5407 -0.0138
N -0.8072 -5.0619 0.9417
C -1.1496 -6.3557 1.0429
C -0.6530 -7.2527 0.1468
C 0.1796 -6.6894 -0.8560
N 0.5269 -5.4518 -0.9563
H -1.1656 -4.3602 1.5762
H -1.8307 -6.6126 1.8417
H -0.9025 -8.3000 0.1823
H 0.5717 -7.3462 -1.6348
```

***

ORCA calculation (wB97M-V/def2-TZVPD) on C4H7NO in the gas phase.

Properties
Molecular weight (g mol⁻¹): 85.11
Max |F| (eV Å⁻¹): 4.126
Relative energy (zero: lowest compared OMol25 entry of this formula, charge and spin) (kJ/mol): 231.17

```
13
C4H7NO (wB97M-V/def2-TZVPD)
O 1.7148 1.0422 0.5871
C 1.1180 0.4713 -0.3124
C 0.8005 -1.0136 -0.2528
C -0.6806 -0.8615 0.2133
C -0.8574 0.6754 0.2282
N 0.0015 1.1224 -0.8931
H 0.8585 -1.5331 -1.2098
H 1.4449 -1.4968 0.4790
H -1.3237 -1.3743 -0.5105
H -0.9121 -1.2696 1.2024
H -1.9163 0.9834 0.0736
H -0.0500 1.0939 1.0950
H 0.1152 2.1297 -0.7917
```

***

ORCA calculation (wB97M-V/def2-TZVPD) on 5 unconnected molecules or ions with the total composition C33H48ClF13N3O15PS.

Properties
Molecular weight (g mol⁻¹): 1072.22
Max |F| (eV Å⁻¹): 8.460
Electronic energy (eV): -138139.522

```
115
C33H48ClF13N3O15PS (wB97M-V/def2-TZVPD)
C 3.5801 -2.4057 0.3645
C 2.2054 -3.1300 0.8583
N 0.9794 -2.3336 0.9790
C 0.9337 -1.1144 1.8041
C 1.3697 -1.5950 3.2832
N 2.8880 -1.6343 3.5590
O 1.9007 0.0143 1.5962
C 1.4419 1.0622 2.5166
O 2.0958 1.6211 3.5225
C -0.1243 1.2891 1.9451
C 0.2897 2.4058 0.7653
C -0.9484 3.1680 0.0502
C -1.1269 4.7608 0.4195
Cl 0.1730 5.8550 -0.3668
P -1.0125 2.3350 3.2136
C -2.7650 2.9146 2.8151
C -0.1027 3.8575 3.8642
C -0.4881 -0.2535 1.5292
C -0.9942 -0.5711 -0.0264
C -0.2184 -0.1021 -1.3159
C 1.3533 -0.4186 -1.5642
C 1.7079 -0.1372 -3.1732
C 2.4479 1.2850 -3.4794
F 2.3371 2.3032 -2.3810
F 1.6092 1.9054 -4.5825
C 3.9396 1.1773 -4.1498
F 4.0834 2.4080 -5.0157
F 4.1010 0.0285 -5.1020
S 5.3908 1.1565 -3.0007
F 5.7379 -0.4811 -3.4861
F 4.5423 0.5088 -1.6731
F 5.2196 2.7844 -2.5039
F 6.4148 1.6859 -4.3142
F 6.8189 1.0819 -2.0414
C -1.5661 -1.1902 2.3040
C -2.3754 -0.7205 3.6136
C -1.6285 -0.7291 5.0586
N -1.2883 0.4482 5.9428
O -1.3064 -1.9534 5.5647
H 4.1179 -3.0786 -0.4278
H 3.4784 -1.3037 -0.0086
H 4.2972 -2.3592 1.3184
H 2.4782 -3.7129 1.8645
H 2.0001 -4.0085 0.0738
H 0.1336 -2.9277 0.9564
H 0.9303 -1.0399 4.2026
H 1.0298 -2.7350 3.3945
H 2.9327 -2.0990 4.5158
H 3.2688 -0.6809 3.7221
H 1.0981 1.9434 0.0176
H 0.9093 3.2387 1.3568
H -0.7412 3.1427 -1.1261
H -1.9914 2.5982 0.1661
H -1.1613 5.0043 1.5614
H -2.1821 5.1055 -0.0191
H -3.4877 2.7638 3.7472
H -3.2033 2.2478 1.9489
H -2.8794 4.0449 2.5009
H 0.9641 4.0661 3.3727
H -0.6975 4.8710 3.8442
H 0.1400 3.6554 5.0156
H -1.2648 -1.7247 -0.1921
H -2.0708 -0.0444 -0.0567
H -0.3545 1.0527 -1.5948
H -0.7683 -0.6361 -2.2404
H 1.5259 -1.5961 -1.4626
H 2.1214 0.2131 -0.9600
H 2.3655 -1.0523 -3.5678
H 0.6939 -0.2176 -3.7979
H -1.1764 -2.2940 2.5581
H -2.4750 -1.4425 1.5591
H -2.9909 0.2812 3.5337
H -3.2413 -1.5415 3.7504
H -1.0446 0.0561 6.9009
H -0.3567 0.8434 5.6114
C -3.1419 -0.9213 -5.8700
C -2.7389 -0.4707 -4.5076
O -3.6148 -1.1733 -3.6555
C -3.9065 -2.3266 -4.3200
O -4.4084 -3.3086 -3.7988
O -3.5606 -2.2518 -5.6415
F -2.9636 0.8532 -4.3513
H -3.9777 -0.3427 -6.2775
H -2.3124 -0.8880 -6.5814
H -1.7020 -0.7065 -4.2452
C 8.6117 -0.4338 -4.7792
C 9.3846 -0.2907 -6.0456
O 10.3919 -1.2698 -5.9294
C 9.8466 -2.2493 -5.1549
O 10.3016 -3.3767 -5.0561
O 8.7218 -1.8165 -4.5074
F 9.9763 0.9229 -6.1150
H 9.0471 0.1347 -3.9506
H 7.5652 -0.1392 -4.8951
H 8.7979 -0.4719 -6.9525
C -7.5847 1.5890 3.9261
C -7.1743 3.0219 3.9322
O -5.9659 3.0216 3.2067
C -6.0761 1.9804 2.3347
O -5.3588 1.8247 1.3604
O -7.0944 1.1349 2.6806
F -6.9157 3.4441 5.1902
H -7.1191 1.0115 4.7318
H -8.6694 1.4667 3.9886
H -7.8917 3.6963 3.4525
C -5.7428 -3.2910 0.6742
C -5.5539 -4.7441 0.9472
O -4.1838 -4.9524 0.6896
C -3.5853 -3.7605 0.9689
O -2.3847 -3.6189 1.1310
O -4.4961 -2.7432 1.0531
F -6.2692 -5.4948 0.0797
H -5.9255 -3.0791 -0.3846
H -6.5561 -2.8594 1.2637
H -5.7844 -5.0413 1.9758
```

***

ORCA calculation (wB97M-V/def2-TZVPD) on 3 unconnected molecules or ions with the total composition C6H12O.

Properties
Molecular weight (g mol⁻¹): 100.16
Max |F| (eV Å⁻¹): 0.473
Relative energy (zero: lowest compared OMol25 entry of this formula, charge and spin) (kJ/mol): 460.88

```
19
C6H12O (wB97M-V/def2-TZVPD)
C 1.6614 0.2098 1.1436
C 1.5153 -0.6769 0.1615
C 1.7747 -0.3894 -1.2894
C -1.4866 -0.8161 -0.7284
C -2.2693 -0.4392 0.2425
C -1.9181 0.6021 -0.7563
O -1.0601 1.6820 -0.4939
H -0.4823 0.6204 2.3232
H 1.5331 -0.0701 2.1855
H 1.9370 1.2445 0.9423
H 1.2374 -1.7002 0.4178
H 2.7814 -0.7333 -1.5549
H 1.7055 0.6814 -1.5037
H 1.0743 -0.9109 -1.9493
H -0.9222 -1.6130 -1.1903
H -2.7954 -0.7099 1.1469
H -1.2148 0.6675 2.2114
H -2.6536 0.9505 -1.4807
H -0.4176 1.4009 0.1723
```

***

ORCA calculation (wB97M-V/def2-TZVPD) on C5H10N2S in the gas phase.

Properties
Molecular weight (g mol⁻¹): 130.22
Max |F| (eV Å⁻¹): 0.912
Relative energy (zero: lowest compared OMol25 entry of this formula, charge and spin) (kJ/mol): 153.88

```
18
C5H10N2S (wB97M-V/def2-TZVPD)
C 1.6867 0.9230 -0.1054
C -0.5559 0.1125 -0.7035
C -1.4424 -1.1149 -0.4044
C -1.9210 -0.4489 0.8969
C -1.4103 0.9007 0.3131
H 4.8824 -0.2403 0.1017
H 1.2282 1.9114 -0.1785
H 1.1992 -1.0179 -0.4461
H -0.5313 0.4685 -1.7186
H -2.2382 -1.2094 -1.1334
H -0.9221 -2.0926 -0.3468
H -2.9911 -0.4952 1.1316
H -1.3222 -0.7818 1.7420
H -2.1951 1.4365 -0.2219
H -0.8595 1.5469 0.9933
N 2.9488 0.8940 0.0692
N 0.8052 -0.1160 -0.2038
S 3.6385 -0.6765 0.2144
```

***

ORCA calculation (wB97M-V/def2-TZVPD) on 2 unconnected molecules or ions with the total composition C6H14N2O2.

Properties
Molecular weight (g mol⁻¹): 146.19
Max |F| (eV Å⁻¹): 2.739
Relative energy (zero: lowest compared OMol25 entry of this formula, charge and spin) (kJ/mol): 66.93

```
24
C6H14N2O2 (wB97M-V/def2-TZVPD)
C -2.6765 -1.6019 0.9801
C -1.9325 1.8054 -0.3936
C -1.8543 -0.4013 0.6564
O -0.8088 -0.0773 1.1844
N -2.5647 0.5283 -0.1007
H -3.3082 -1.9341 0.1579
H -3.2387 -1.4280 1.8975
H -3.5297 0.4153 -0.3498
H -2.6470 2.5278 -0.7777
H -2.0778 -2.4845 1.2206
H -1.4062 2.1837 0.4767
H -1.1863 1.6545 -1.1793
C 2.5473 -1.6077 0.7572
C 2.0016 1.4680 -1.3386
C 2.4372 0.0789 -0.9937
O 3.2116 -0.6038 -1.6352
N 2.0947 -0.3134 0.2900
H 1.3535 0.1004 0.8230
H 3.6209 -1.6890 0.7008
H 1.7335 1.5927 -2.3916
H 2.1808 -1.7459 1.7759
H 2.0688 -2.4300 0.2113
H 1.1284 1.8354 -0.8046
H 2.8527 2.1267 -1.1670
```